[1]
C22H33BN10OPd as an isolated structure in a non-equilibrium geometry. Source: the OMol25 dataset; level of theory: the ωB97M-V functional and the def2-TZVPD basis.

As for the net charge: +3. The spin multiplicity is 6. For the energy, the calculation gives -44419.279 eV. For the frontier orbital gap (spin up / spin down), the calculation gives 7.92 / 2.92 eV. Its expectation value of S² is 8.789.

Last column: Mulliken charge in e.
Geometry (Å):
Pd  -0.598  -0.483  -0.037  -0.211
C  -1.265  -1.756  3.928  -1.560
C  -1.311  -1.924  2.537  -0.431
N  -1.010  -0.782  1.892  0.069
N  -0.710  0.187  2.896  0.541
C  -0.879  -0.404  4.122  0.306
B  -0.073  1.466  2.442  0.631
N  -1.168  2.004  1.458  0.410
C  -2.192  2.886  1.626  0.001
C  -3.144  2.687  0.622  -1.251
C  -2.742  1.549  -0.123  -0.508
N  -1.569  1.123  0.380  0.360
N  1.216  1.142  1.596  -0.233
C  2.489  1.279  2.062  -0.160
C  3.290  0.314  1.488  -1.474
C  2.473  -0.363  0.537  -0.498
N  1.235  0.171  0.564  1.013
N  0.269  2.470  3.557  0.244
C  -0.277  2.608  4.858  -0.330
C  -0.084  3.915  5.301  -0.719
C  0.662  4.545  4.273  -0.192
N  0.858  3.731  3.258  -0.837
H  -1.437  -2.483  4.681  0.478
H  -1.471  -2.863  2.005  0.658
H  -0.742  0.188  5.034  0.452
H  -2.099  3.672  2.381  0.479
H  -4.109  3.239  0.498  0.434
H  -3.222  0.958  -0.893  0.543
H  2.702  2.048  2.812  0.562
H  4.294  0.104  1.728  0.539
H  2.771  -1.227  -0.100  0.487
H  -0.841  1.830  5.314  0.440
H  -0.508  4.400  6.189  0.412
H  0.896  5.596  4.162  0.445
C  1.491  -0.192  -2.696  0.057
C  1.740  0.017  -4.195  -0.918
N  0.677  0.883  -4.871  0.202
C  -0.639  0.139  -4.652  -0.939
C  -0.946  -0.173  -3.174  0.002
N  0.099  0.441  -2.189  0.347
C  0.225  1.943  -2.521  -0.532
C  0.501  2.148  -3.997  -0.798
H  2.254  0.273  -2.095  0.748
H  1.520  -1.274  -2.499  -0.453
H  1.779  -0.949  -4.730  0.379
H  2.725  0.464  -4.370  0.319
H  -0.629  -0.790  -5.225  0.369
H  -1.431  0.794  -5.075  0.313
H  -0.999  -1.254  -3.083  0.118
H  -1.893  0.240  -2.889  0.525
H  1.117  2.345  -1.971  0.417
H  -0.623  2.532  -2.170  0.386
H  1.404  2.796  -4.130  0.334
H  -0.256  2.752  -4.542  0.339
C  -1.442  -3.654  -0.806  -1.317
C  0.100  -3.536  -0.839  1.762
C  0.688  -4.049  -2.167  -1.727
C  0.711  -4.339  0.364  -1.691
O  0.524  -2.087  -0.674  0.173
H  -1.837  -4.463  -0.144  0.374
H  -1.837  -3.833  -1.823  0.368
H  -1.845  -2.679  -0.402  0.204
H  1.103  -5.080  -1.978  0.434
H  1.496  -3.469  -2.561  0.391
H  -0.019  -4.129  -2.984  0.421
H  0.178  -5.310  0.541  0.456
H  0.574  -3.775  1.315  0.373
H  1.786  -4.555  0.179  0.467

[2]
C22H33BN13W as an isolated structure in a non-equilibrium geometry. Source: the OMol25 dataset; level of theory: the ωB97M-V functional and the def2-TZVPD basis.

As for the net charge: +2. The spin multiplicity is 2. For the energy, the calculation gives -45208.237 eV. The relative energy (zero: lowest compared OMol25 entry of this formula, charge and spin) is 103.19 kJ/mol. For the frontier orbital gap (spin up / spin down), the calculation gives 6.76 / 7.13 eV. Its expectation value of S² is 0.766.

Last column: Mulliken charge in e.
Geometry (Å):
W  0.259  0.159  0.211  1.055
C  -3.660  0.960  1.150  -1.335
C  -2.654  0.062  1.780  0.658
C  -2.582  -0.402  3.091  -1.323
C  -1.479  -1.227  3.133  -0.517
N  -0.897  -1.277  1.918  1.386
N  -1.651  -0.455  1.058  -0.506
B  0.114  -2.510  1.465  -0.334
N  -0.165  -2.743  -0.036  0.088
C  -0.636  -3.766  -0.751  0.234
C  -0.997  -3.318  -2.007  -1.765
C  -0.730  -1.959  -2.010  0.458
C  -1.024  -0.988  -3.094  -1.142
N  -0.171  -1.617  -0.825  0.246
N  1.569  -1.963  1.572  0.739
C  2.677  -2.541  2.011  0.283
C  3.758  -1.709  1.757  -1.703
C  3.246  -0.591  1.134  0.698
C  3.994  0.622  0.726  -1.493
N  1.895  -0.752  0.984  -0.347
N  -0.088  -3.655  2.384  0.925
C  -0.889  -4.758  2.342  -0.233
C  -0.785  -5.401  3.539  -1.209
C  0.105  -4.613  4.305  0.673
C  0.567  -4.842  5.707  -1.183
N  0.515  -3.564  3.616  -1.201
H  -4.054  1.672  1.873  0.388
H  -4.499  0.365  0.784  0.338
H  -3.239  1.493  0.298  0.280
H  -3.258  -0.189  3.901  0.511
H  -1.071  -1.824  3.934  0.663
H  -0.663  -4.763  -0.348  0.693
H  -1.405  -3.902  -2.813  0.557
H  -1.975  -1.246  -3.556  0.475
H  -0.257  -1.014  -3.870  0.333
H  -1.089  0.030  -2.719  0.012
H  2.628  -3.494  2.511  0.632
H  4.787  -1.884  2.021  0.538
H  4.626  0.952  1.550  0.526
H  3.333  1.437  0.448  0.266
H  4.649  0.394  -0.116  0.325
H  -1.516  -4.993  1.501  0.495
H  -1.281  -6.310  3.834  0.491
H  0.303  -5.843  6.040  0.376
H  0.104  -4.129  6.390  0.266
H  1.647  -4.726  5.783  0.318
N  -1.788  4.842  1.379  -0.603
N  -1.132  3.692  1.694  0.959
N  -0.554  3.541  2.872  -0.895
C  0.049  2.373  2.726  -0.408
N  -0.161  1.870  1.506  0.102
N  -0.945  2.739  0.852  -0.186
H  -2.152  5.270  2.221  0.319
H  -2.441  4.691  0.623  0.299
H  0.641  1.903  3.492  0.517
C  0.908  2.111  -3.208  -1.751
C  1.902  1.444  -2.235  3.044
C  3.133  2.366  -2.180  -1.845
C  2.341  0.061  -2.715  -1.518
C  1.219  1.410  -0.866  -1.577
H  1.273  1.996  -4.230  0.474
H  0.831  3.180  -3.002  0.405
H  -0.095  1.695  -3.157  0.264
H  3.498  2.535  -3.194  0.470
H  3.954  1.935  -1.611  0.322
H  2.885  3.340  -1.755  0.413
H  2.642  0.099  -3.762  0.508
H  1.558  -0.690  -2.623  0.163
H  3.201  -0.295  -2.143  0.192
H  1.199  2.423  -0.449  0.695

[3]
C22H33Br2I2N2OPRh as an isolated structure. Source: the OMol25 dataset; level of theory: the ωB97M-V functional and the def2-TZVPD basis.

As for the net charge: +1. For the energy, the calculation gives -196954.054 eV. The relative energy (zero: lowest compared OMol25 entry of this formula, charge and spin) is 0.00 kJ/mol. For the frontier orbital gap (spin up / spin down), the calculation gives 6.66 / 6.65 eV.

Last column: Mulliken charge in e.
Geometry (Å):
Rh  0.001  -0.192  0.303  0.729
Br  2.638  0.032  -0.002  0.039
C  2.527  1.960  -0.263  -0.410
Br  0.887  2.465  -1.128  -0.065
H  3.360  2.255  -0.889  0.439
H  2.556  2.419  0.717  0.239
I  -0.154  -5.309  -0.036  0.126
C  -1.654  -3.881  -0.027  -0.238
C  -3.012  -4.268  -0.014  -0.343
C  -4.026  -3.351  -0.003  -0.356
I  -6.000  -4.015  0.007  0.139
C  -3.722  -1.964  0.024  1.214
C  -4.651  -0.902  0.061  -0.672
C  -4.214  0.395  0.120  -0.897
C  -2.840  0.663  0.175  -0.342
N  -1.957  -0.309  0.128  -0.413
C  -2.362  -1.608  0.025  0.202
C  -1.312  -2.551  -0.039  0.672
O  -0.063  -2.091  -0.075  -0.969
H  -3.243  -5.325  -0.015  0.365
H  -5.709  -1.123  0.045  0.241
H  -4.912  1.218  0.147  0.430
H  -2.449  1.666  0.287  0.406
C  0.797  2.868  3.501  -1.734
C  1.042  1.543  4.250  1.902
C  0.940  1.791  5.757  -1.772
C  2.487  1.142  3.917  -1.911
P  -0.096  0.197  3.562  1.261
N  -0.073  0.551  2.001  -0.210
C  0.590  -1.521  3.926  1.641
C  -0.463  -2.595  3.612  -1.656
C  1.014  -1.686  5.392  -1.851
C  1.785  -1.823  3.015  -1.395
C  -1.843  0.326  4.281  2.393
C  -2.845  -0.391  3.356  -2.124
C  -2.028  -0.224  5.700  -2.012
C  -2.247  1.808  4.256  -2.031
H  1.630  3.538  3.727  0.519
H  -0.111  3.370  3.810  0.313
H  0.759  2.716  2.423  0.206
H  1.719  2.508  6.030  0.523
H  1.104  0.892  6.349  0.293
H  -0.010  2.231  6.045  0.261
H  3.137  1.988  4.151  0.650
H  2.601  0.905  2.858  0.134
H  2.839  0.298  4.504  0.285
H  -1.269  -2.614  4.340  0.265
H  0.029  -3.568  3.651  0.668
H  -0.884  -2.482  2.610  0.076
H  0.212  -1.464  6.095  0.286
H  1.878  -1.082  5.653  0.302
H  1.295  -2.732  5.538  0.525
H  1.494  -1.813  1.966  -0.021
H  2.126  -2.836  3.240  0.561
H  2.626  -1.151  3.164  0.337
H  -2.855  -1.466  3.482  0.283
H  -2.652  -0.164  2.311  0.322
H  -3.849  -0.030  3.594  0.670
H  -1.915  -1.307  5.742  0.381
H  -3.049  0.003  6.017  0.527
H  -1.356  0.219  6.428  0.300
H  -2.064  2.259  3.279  0.338
H  -1.738  2.391  5.016  0.334
H  -3.317  1.873  4.465  0.616

[4]
One molecule with the formula C22H33ClN6O in a non-equilibrium geometry. Source: the OMol25 dataset; level of theory: the ωB97M-V functional and the def2-TZVPD basis.

For the energy, the calculation gives -46859.492 eV. The relative energy (zero: lowest compared OMol25 entry of this formula, charge and spin) is 0.00 kJ/mol. The SMILES is Cc1ccc(Cl)cc1N1CCN([C@@H](CC(C)C)c2nnnn2C[C@@H]2CCCO2)CC1. For the frontier orbital gap, the calculation gives 8.63 eV.

Last column: Mulliken charge in e.
Geometry (Å):
C  4.524  3.281  1.078  -1.749
C  4.901  1.902  0.619  0.479
C  6.189  1.448  0.855  -0.521
C  6.644  0.232  0.378  -0.755
C  5.776  -0.538  -0.373  -0.085
Cl  6.310  -2.053  -1.025  -0.244
C  4.477  -0.129  -0.607  -0.667
C  4.008  1.083  -0.097  1.185
N  2.711  1.537  -0.347  0.143
C  1.823  1.758  0.778  -1.193
C  1.003  0.501  1.089  -0.653
N  0.216  0.158  -0.082  1.018
C  -0.854  -0.808  0.160  -0.031
C  -0.417  -2.142  0.793  -1.452
C  -1.172  -3.359  0.249  0.692
C  -2.668  -3.263  0.531  -1.149
C  -0.599  -4.631  0.872  -1.741
C  -1.872  -0.116  0.999  -0.466
N  -2.350  -0.473  2.170  -0.192
N  -3.206  0.470  2.535  -1.018
N  -3.278  1.389  1.664  -0.424
N  -2.447  1.068  0.669  1.118
C  -2.305  1.850  -0.520  -0.528
C  -3.412  1.498  -1.535  0.092
C  -4.808  1.944  -1.073  -0.722
C  -5.697  0.785  -1.518  -0.686
C  -4.743  -0.392  -1.341  -0.368
O  -3.467  0.090  -1.732  -0.424
C  1.092  -0.173  -1.188  -0.292
C  1.976  1.046  -1.491  -1.419
H  3.734  3.687  0.451  0.366
H  4.183  3.280  2.113  0.305
H  5.392  3.935  1.021  0.499
H  6.869  2.078  1.411  0.428
H  7.652  -0.100  0.568  0.424
H  3.834  -0.768  -1.190  0.436
H  1.140  2.575  0.522  0.150
H  2.397  2.032  1.659  0.559
H  1.692  -0.310  1.380  0.336
H  0.331  0.697  1.927  0.520
H  -1.313  -1.000  -0.820  0.687
H  -0.556  -2.085  1.873  0.445
H  0.648  -2.287  0.596  0.504
H  -1.021  -3.405  -0.837  0.281
H  -3.114  -2.444  -0.027  -0.064
H  -3.167  -4.183  0.238  0.551
H  -2.841  -3.090  1.590  0.279
H  -1.098  -5.510  0.471  0.435
H  0.465  -4.719  0.666  0.395
H  -0.742  -4.617  1.950  0.373
H  -1.319  1.632  -0.935  -0.239
H  -2.382  2.906  -0.253  0.437
H  -3.142  1.957  -2.496  0.430
H  -5.094  2.897  -1.513  0.391
H  -4.826  2.035  0.015  0.294
H  -6.597  0.683  -0.918  0.366
H  -5.971  0.891  -2.568  0.290
H  -4.977  -1.253  -1.969  0.384
H  -4.724  -0.711  -0.289  0.191
H  1.719  -1.052  -0.966  0.236
H  0.481  -0.402  -2.065  0.362
H  1.322  1.864  -1.818  0.375
H  2.672  0.822  -2.300  0.629

Number 3 is which compound? C22H33Br2I2N2OPRh

Which formula does entry 2 have? C22H33BN13W

Which formula does entry 1 have? C22H33BN10OPd

What is the energy in the fourth record? -46859.492 eV